Entry 1:
{
  "formula": "C34H32BBrFN4O6ReS",
  "method": "ωB97M-V/def2-TZVPD",
  "total_charge": 1,
  "lumo_ev": [-3.51, -3.73],
  "s_squared": 3.7900,
  "spin_multiplicity": 4,
  "de_lowest_kj_mol": 0.0,
  "species": ["Re", "C", "C", "N", "C", "C", "C", "O", "O", "C", "O", "C", "C", "C", "F", "C", "C", "C", "N", "C", "C", "N", "C", "C", "H", "H", "H", "H", "H", "H", "H", "H", "H", "H", "H", "H", "H", "H", "H", "H", "H", "H", "C", "C", "O", "S", "C", "C", "C", "C", "C", "C", "C", "C", "H", "H", "H", "H", "H", "H", "H", "B", "C", "N", "H", "H", "H", "Br", "C", "C", "C", "C", "C", "C", "C", "O", "O", "H", "H", "H", "H"],
  "coordinates": [[0.206, -4.207, -0.034], [4.757, 1.858, -1.937], [4.358, 1.451, -0.530], [3.224, 0.509, -0.525], [3.483, -0.796, -0.478], [2.539, -1.789, -0.488], [3.063, -3.194, -0.370], [4.257, -3.372, -0.372], [2.189, -4.154, -0.267], [1.184, -1.423, -0.627], [0.198, -2.232, -0.647], [0.886, -0.002, -0.692], [-0.448, 0.421, -0.748], [-0.727, 1.755, -0.721], [-2.014, 2.148, -0.700], [0.287, 2.734, -0.671], [1.596, 2.311, -0.648], [1.913, 0.950, -0.624], [0.024, 4.125, -0.610], [0.363, 4.769, 0.650], [0.568, 6.255, 0.440], [-0.687, 6.831, -0.163], [-1.049, 6.128, -1.448], [-1.214, 4.648, -1.163], [5.593, 2.556, -1.898], [3.933, 2.338, -2.465], [5.069, 0.988, -2.515], [4.090, 2.309, 0.084], [5.177, 0.951, -0.016], [4.523, -1.088, -0.397], [-1.248, -0.309, -0.763], [2.372, 3.062, -0.651], [1.283, 4.350, 1.053], [-0.416, 4.618, 1.407], [1.368, 6.456, -0.270], [0.758, 6.776, 1.376], [-0.577, 7.832, -0.323], [-1.456, 6.722, 0.506], [-0.236, 6.319, -2.145], [-1.970, 6.573, -1.819], [-1.452, 4.146, -2.099], [-2.072, 4.507, -0.491], [-2.232, 2.297, 2.455], [-1.901, 3.276, 3.551], [-2.108, 4.462, 3.433], [-1.235, 2.686, 5.096], [-0.763, 1.026, 4.663], [-1.691, -0.003, 4.697], [-1.398, -1.222, 4.119], [-0.157, -1.433, 3.513], [0.825, -0.439, 3.593], [0.520, 0.790, 4.163], [0.056, -2.576, 2.675], [0.118, -3.362, 1.747], [-2.410, 2.867, 1.546], [-3.150, 1.768, 2.719], [-1.459, 1.548, 2.296], [-2.673, 0.175, 5.118], [-2.145, -2.004, 4.083], [1.802, -0.623, 3.165], [1.256, 1.585, 4.183], [-4.420, -3.479, -0.411], [-2.917, -3.884, -0.325], [-1.795, -4.169, -0.236], [-4.971, -4.294, -1.111], [-4.429, -2.363, -0.890], [-4.821, -3.492, 0.730], [-1.914, -4.341, -6.002], [-1.358, -5.192, -4.412], [-2.070, -6.284, -3.934], [-1.663, -6.911, -2.767], [-0.565, -6.431, -2.069], [0.159, -5.356, -2.579], [-0.232, -4.727, -3.754], [-0.191, -7.043, -0.753], [-0.366, -8.186, -0.456], [0.292, -6.124, 0.098], [-2.941, -6.635, -4.470], [-2.207, -7.758, -2.372], [1.119, -5.072, -2.144], [0.341, -3.907, -4.163]],
  "lowdin_charge": [1.635, -0.051, -0.172, -0.010, 0.055, -0.014, -0.547, 0.111, -0.173, -0.247, -0.157, -0.036, 0.112, -0.189, 0.073, -0.142, 0.064, -0.107, -0.079, -0.127, -0.075, 0.068, -0.075, -0.144, 0.087, 0.076, 0.089, 0.114, 0.130, 0.158, 0.152, 0.119, 0.139, 0.121, 0.142, 0.144, 0.186, 0.188, 0.143, 0.143, 0.149, 0.132, -0.039, -0.742, -0.032, 1.048, -0.556, -0.093, -0.003, -0.235, -0.024, -0.096, -0.043, -0.126, 0.063, 0.108, 0.073, 0.119, 0.130, 0.116, 0.104, -0.389, -0.130, -0.008, 0.012, 0.006, 0.014, 0.767, -0.677, -0.082, 0.015, -0.159, -0.095, -0.107, -0.525, 0.152, -0.207, 0.112, 0.135, 0.102, 0.107]
}

---

Entry 2:
{
  "formula": "C5H2O",
  "method": "ωB97M-V/def2-TZVPD",
  "total_charge": 0,
  "lumo_ev": -0.55,
  "de_lowest_kj_mol": 222.9,
  "species": ["O", "C", "C", "C", "C", "C", "H", "H"],
  "coordinates": [[-0.858, 0.894, 1.572], [0.037, 0.090, 1.662], [0.579, -0.659, 0.525], [1.220, -1.425, -0.282], [0.164, -0.654, -1.058], [-0.618, -0.136, -1.837], [0.532, -0.154, 2.623], [-1.310, 0.331, -2.506]],
  "lowdin_charge": [0.078, -0.233, -0.079, 0.115, -0.274, 0.206, 0.135, 0.052]
}

---

Entry 3:
{
  "formula": "C11H13HfN4O5",
  "method": "ωB97M-V/def2-TZVPD",
  "total_charge": 3,
  "lumo_ev": [-15.39, -15.39],
  "species": ["O", "C", "Hf", "O", "C", "C", "O", "C", "O", "C", "O", "H", "C", "N", "C", "N", "C", "N", "C", "N", "C", "C", "H", "H", "H", "H", "H", "H", "H", "H", "H", "H", "H", "H"],
  "coordinates": [[-0.816, -4.622, -3.109], [-0.353, -3.800, -2.462], [0.926, -0.224, -1.754], [3.449, -2.390, -1.395], [2.471, -1.773, -1.521], [2.511, 1.000, -2.178], [3.404, 1.676, -2.513], [0.206, 1.140, -3.497], [-0.122, 1.438, -4.531], [1.630, -1.442, -3.856], [2.326, -1.519, -4.796], [-0.773, -0.733, -1.542], [-0.363, 1.529, 0.163], [-0.088, 0.057, 0.219], [-1.364, -0.684, 0.488], [-1.980, -0.226, 1.766], [-2.205, 1.236, 1.660], [-0.955, 2.019, 1.430], [0.013, 1.684, 2.516], [0.302, 0.234, 2.634], [0.861, -0.228, 1.331], [-0.986, -0.485, 2.844], [-1.072, 1.752, -0.649], [0.593, 2.056, 0.025], [-1.152, -1.752, 0.588], [-2.094, -0.504, -0.314], [-2.631, 1.580, 2.614], [-2.891, 1.424, 0.823], [0.956, 2.220, 2.329], [-0.448, 1.993, 3.462], [1.045, -1.306, 1.388], [1.801, 0.317, 1.144], [-1.408, -0.094, 3.778], [-0.790, -1.571, 2.914]],
  "lowdin_charge": [0.114, 0.033, 1.266, 0.298, -0.036, -0.070, 0.315, -0.031, 0.297, 0.017, 0.248, 0.039, -0.173, -0.296, -0.173, -0.042, -0.108, -0.031, -0.111, -0.036, -0.153, -0.108, 0.143, 0.135, 0.143, 0.125, 0.158, 0.148, 0.146, 0.155, 0.143, 0.139, 0.153, 0.151]
}

---

Entry 4:
{
  "formula": "C4H11ClN",
  "method": "ωB97M-V/def2-TZVPD",
  "total_charge": 1,
  "lumo_ev": -3.65,
  "de_lowest_kj_mol": 234.8,
  "species": ["C", "C", "C", "C", "N", "Cl", "H", "H", "H", "H", "H", "H", "H", "H", "H", "H", "H"],
  "coordinates": [[1.490, -0.293, 1.390], [-1.254, 1.409, -1.210], [0.944, -0.276, -0.061], [-1.004, 0.924, 0.134], [0.273, -1.600, -0.470], [-2.007, -0.389, 0.669], [2.470, 0.211, 1.547], [0.711, 0.293, 1.991], [1.618, -1.342, 1.732], [-0.442, 2.145, -1.428], [-2.391, 1.712, -1.100], [-1.333, 0.636, -1.890], [1.457, 0.347, -0.741], [-0.791, 1.724, 0.930], [0.096, -1.709, -1.460], [-0.704, -1.439, 0.148], [0.868, -2.353, -0.180]],
  "lowdin_charge": [-0.078, -0.167, -0.148, -0.590, 0.105, 0.790, 0.094, 0.087, 0.083, 0.116, 0.140, 0.040, 0.096, 0.126, 0.150, 0.022, 0.136]
}

---

Entry 5:
{
  "formula": "C20H53O7Zn",
  "method": "ωB97M-V/def2-TZVPD",
  "total_charge": 0,
  "lumo_ev": [0.02, -0.79],
  "s_squared": 0.7527,
  "spin_multiplicity": 2,
  "species": ["Zn", "C", "C", "O", "H", "H", "H", "H", "H", "C", "C", "C", "O", "H", "H", "H", "H", "H", "H", "H", "H", "C", "C", "C", "O", "H", "H", "H", "H", "H", "H", "H", "H", "C", "C", "C", "O", "H", "H", "H", "H", "H", "H", "H", "H", "C", "C", "C", "O", "H", "H", "H", "H", "H", "H", "H", "H", "C", "C", "C", "O", "H", "H", "H", "H", "H", "H", "H", "H", "C", "C", "C", "O", "H", "H", "H", "H", "H", "H", "H", "H"],
  "coordinates": [[2.489, -0.996, -3.162], [-0.217, -0.301, 0.269], [0.977, -0.832, -0.480], [1.572, -0.213, -1.571], [-0.341, -0.813, 1.223], [-1.047, -0.426, -0.426], [-0.190, 0.788, 0.313], [0.729, -1.842, -0.806], [1.764, -1.163, 0.197], [3.705, -0.062, 2.345], [3.883, 1.421, 2.493], [2.463, 2.061, 2.505], [4.519, 1.600, 3.717], [4.709, -0.439, 2.541], [3.495, -0.497, 1.368], [2.960, -0.387, 3.071], [4.548, 1.947, 1.806], [2.630, 3.062, 2.904], [1.897, 1.651, 3.341], [1.881, 2.064, 1.583], [4.376, 0.737, 4.112], [6.150, 0.886, -2.539], [5.304, -0.303, -2.336], [4.683, -0.366, -0.952], [4.294, -0.257, -3.393], [5.888, 1.801, -2.006], [6.350, 1.166, -3.573], [7.098, 0.605, -2.080], [5.916, -1.198, -2.442], [4.123, -1.291, -0.815], [4.015, 0.478, -0.779], [5.414, -0.217, -0.158], [4.745, -0.525, -4.197], [-0.142, 3.477, -2.166], [-1.146, 2.450, -2.442], [-2.364, 2.850, -3.365], [-0.554, 1.385, -3.134], [0.723, 3.045, -1.663], [-0.575, 4.276, -1.565], [0.283, 3.922, -3.066], [-1.507, 2.076, -1.484], [-2.942, 1.959, -3.609], [-2.053, 3.390, -4.259], [-2.941, 3.562, -2.774], [0.143, 1.083, -2.548], [-4.862, -1.031, 1.483], [-5.134, -1.047, -0.047], [-6.611, -1.100, -0.518], [-4.500, 0.173, -0.528], [-5.191, -0.116, 1.975], [-3.788, -1.022, 1.668], [-5.394, -1.815, 2.022], [-4.574, -1.922, -0.377], [-7.160, -0.223, -0.175], [-7.071, -1.962, -0.034], [-6.670, -1.274, -1.592], [-3.772, -0.174, -1.049], [-0.832, -0.518, 4.535], [-0.245, -0.425, 5.964], [1.231, -0.726, 5.913], [-0.499, 0.832, 6.447], [-0.390, 0.200, 3.843], [-1.912, -0.453, 4.403], [-0.580, -1.464, 4.055], [-0.753, -1.145, 6.606], [1.588, -0.772, 6.942], [1.798, -0.008, 5.319], [1.433, -1.748, 5.594], [-1.338, 1.109, 6.070], [-3.947, -1.698, -3.451], [-2.452, -1.481, -3.104], [-1.978, -2.776, -2.526], [-1.791, -1.351, -4.364], [-4.352, -0.788, -3.894], [-4.627, -2.004, -2.655], [-4.227, -2.468, -4.170], [-2.245, -0.644, -2.437], [-0.917, -2.823, -2.278], [-2.030, -3.559, -3.283], [-2.551, -3.227, -1.716], [-1.366, -2.167, -4.638]],
  "lowdin_charge": [0.752, -0.062, -0.459, -0.435, 0.073, 0.049, 0.066, 0.074, 0.070, -0.063, -0.503, -0.033, -0.038, 0.089, 0.045, 0.082, 0.137, 0.075, 0.059, 0.073, 0.070, -0.058, -0.448, -0.070, -0.205, 0.095, 0.089, 0.092, 0.143, 0.077, 0.085, 0.092, 0.091, -0.069, -0.522, -0.020, -0.071, 0.078, 0.087, 0.087, 0.121, 0.068, 0.075, 0.070, 0.031, -0.059, -0.452, -0.041, -0.064, 0.074, 0.065, 0.072, 0.111, 0.081, 0.072, 0.066, 0.042, -0.063, -0.526, -0.054, -0.025, 0.069, 0.073, 0.071, 0.133, 0.081, 0.067, 0.083, 0.091, -0.054, -0.451, -0.075, -0.056, 0.081, 0.050, 0.083, 0.108, 0.069, 0.083, 0.082, 0.079]
}

---

Entry 6:
{
  "formula": "C2H6N2O",
  "method": "ωB97M-V/def2-TZVPD",
  "total_charge": 0,
  "lumo_ev": 0.79,
  "de_lowest_kj_mol": 259.1,
  "species": ["C", "N", "N", "C", "O", "H", "H", "H", "H", "H", "H"],
  "coordinates": [[-0.285, -1.218, -0.059], [-0.004, 0.193, 0.182], [-1.121, 1.036, 0.031], [1.318, 0.675, 0.221], [2.294, -0.087, 0.207], [0.535, -1.788, -0.755], [-0.196, -1.685, 0.970], [-1.327, -1.329, -0.370], [-0.762, 1.916, -0.250], [-1.772, 0.550, -0.516], [1.322, 1.738, 0.339]],
  "lowdin_charge": [-0.058, -0.240, 0.064, -0.287, -0.018, 0.141, 0.099, 0.066, 0.067, 0.050, 0.114]
}